DFT (ωB97M-V/def2-TZVPD) results for a structure of composition C38H107N9O11 at a distorted geometry.

Each line ends with the Löwdin charge.
Positions of all 165 atoms, in Å:
C1 10.56 15.42 10.12  -0.074
O1 11.38 15.66 11.28  -0.260
H1 10.21 14.39 10.02  0.113
H2 9.63 15.99 10.17  0.086
H3 11.18 15.80 9.31  0.046
H4 10.79 15.89 12.00  -0.279
C2 10.71 16.69 13.17  -0.031
O2 9.99 15.61 12.57  0.066
H5 11.06 17.38 12.40  0.136
H6 10.09 17.31 13.81  0.113
H7 11.53 16.28 13.77  0.058
H8 9.18 15.95 12.20  0.142
C3 16.20 20.35 9.35  -0.080
C4 16.71 20.63 10.73  -0.392
C5 16.62 19.37 11.64  -0.198
O3 15.42 19.18 12.41  -0.268
C6 15.18 20.24 13.35  -0.134
N1 18.10 20.95 10.52  0.037
H9 15.11 20.43 9.33  0.091
H10 16.59 19.43 8.91  0.108
H11 16.50 21.21 8.75  0.089
H12 16.13 21.47 11.11  0.152
H13 17.44 19.47 12.35  0.134
H14 16.85 18.47 11.07  0.148
H15 16.08 20.73 13.71  0.086
H16 14.65 19.77 14.17  0.016
H17 14.52 20.95 12.83  0.140
H18 18.61 20.13 10.22  0.082
H19 18.63 21.21 11.34  0.074
C7 12.72 14.53 8.95  -0.064
C8 13.91 15.51 9.08  -0.325
C9 13.75 16.65 10.12  -0.126
O4 14.81 17.66 9.97  -0.109
C10 14.92 18.58 10.99  -0.344
N2 15.18 14.79 9.41  0.045
H20 12.53 13.98 9.88  0.060
H21 12.93 13.74 8.23  0.107
H22 11.81 15.08 8.72  0.028
H23 14.19 16.01 8.16  0.138
H24 13.84 16.21 11.11  0.059
H25 12.75 17.09 10.05  0.133
H26 15.07 19.56 10.53  0.070
H27 15.72 18.27 11.67  0.022
H28 14.04 18.70 11.62  0.155
H29 15.85 15.50 9.15  0.066
H30 15.11 14.73 10.42  0.031
C11 13.59 18.35 15.15  -0.088
C12 14.39 17.01 15.25  -0.382
C13 14.24 16.23 13.93  -0.063
O5 12.90 15.84 13.61  -0.197
C14 12.71 15.14 12.39  -0.220
N3 15.84 17.32 15.43  -0.044
H31 13.71 18.87 16.10  0.000
H32 12.51 18.21 15.03  0.106
H33 13.97 18.99 14.35  0.083
H34 14.01 16.33 16.01  -0.074
H35 14.79 15.31 14.13  0.130
H36 14.70 16.66 13.03  0.132
H37 13.25 14.19 12.36  -0.028
H38 13.13 15.72 11.56  0.048
H39 11.70 14.87 12.09  0.035
H40 16.40 16.48 15.33  -0.188
H41 16.29 17.91 14.75  0.101
C15 14.17 18.72 21.40  -0.044
C16 14.41 18.57 19.86  -0.319
C17 13.27 19.16 19.00  -0.113
O6 13.59 19.15 17.64  -0.269
C18 12.59 19.58 16.73  -0.089
N4 15.58 19.48 19.63  0.088
H42 13.50 17.91 21.71  0.066
H43 13.70 19.66 21.67  0.067
H44 15.08 18.79 21.98  0.071
H45 14.77 17.59 19.55  0.070
H46 12.99 20.20 19.16  0.150
H47 12.46 18.49 19.26  0.092
H48 11.90 18.74 16.75  0.103
H49 13.02 19.50 15.73  0.033
H50 12.00 20.45 17.03  0.133
H51 15.84 19.23 18.69  -0.119
H52 15.30 20.45 19.66  0.101
C19 13.17 9.33 12.10  -0.057
C20 14.55 10.01 11.88  -0.398
C21 14.48 11.49 12.27  -0.246
O7 13.82 12.10 11.24  -0.064
C22 13.77 13.50 11.39  -0.180
N5 15.57 9.24 12.62  0.030
H53 12.49 9.82 11.41  0.065
H54 12.67 9.70 13.00  0.071
H55 13.10 8.24 12.00  0.070
H56 14.84 10.23 10.85  0.137
H57 15.53 11.78 12.30  0.092
H58 14.05 11.57 13.27  0.137
H59 13.71 14.15 10.51  0.039
H60 14.47 14.05 12.00  0.140
H61 12.77 13.83 11.69  0.075
H62 15.52 8.23 12.58  0.063
H63 15.46 9.53 13.58  0.062
C23 18.30 17.08 15.06  0.001
C24 17.45 15.94 14.30  -0.208
C25 18.28 14.82 13.68  -0.188
O8 17.41 13.87 13.17  -0.210
C26 17.97 12.72 12.58  -0.075
N6 16.42 15.44 15.26  -0.108
H64 17.68 17.91 15.37  0.008
H65 19.18 17.27 14.45  0.103
H66 18.91 16.58 15.82  0.107
H67 16.87 16.41 13.51  0.139
H68 18.97 14.35 14.38  0.123
H69 18.87 15.17 12.83  0.130
H70 18.16 13.03 11.55  0.100
H71 17.30 11.87 12.65  0.064
H72 18.89 12.49 13.12  0.089
H73 16.31 14.46 15.07  0.116
H74 16.81 15.43 16.19  0.025
C27 14.93 15.65 16.89  -0.060
C28 15.90 15.23 18.11  -0.243
C29 17.41 15.26 17.73  -0.122
O9 17.70 14.39 16.59  -0.252
C30 17.28 13.00 16.73  -0.033
N7 15.62 16.15 19.19  0.022
H75 15.11 16.69 16.63  -0.028
H76 13.93 15.69 17.32  0.120
H77 14.97 15.06 15.98  0.129
H78 15.55 14.27 18.47  0.130
H79 18.05 15.14 18.60  0.137
H80 17.61 16.29 17.45  0.090
H81 16.28 12.80 16.33  0.100
H82 17.17 12.76 17.79  0.083
H83 18.11 12.31 16.55  0.096
H84 16.26 16.05 19.97  0.092
H85 15.66 17.11 18.87  -0.026
C31 9.56 15.18 18.95  -0.055
C32 10.79 16.02 19.32  -0.390
C33 11.45 16.64 18.08  -0.199
O10 12.15 15.76 17.22  -0.104
C34 12.84 16.47 16.16  -0.224
N8 10.42 17.18 20.17  0.033
H86 8.63 15.75 18.97  0.071
H87 9.57 14.53 19.82  0.071
H88 9.49 14.58 18.04  0.076
H89 11.54 15.51 19.92  0.138
H90 12.11 17.46 18.37  0.073
H91 10.69 17.07 17.43  0.132
H92 12.15 17.11 15.61  0.109
H93 13.22 15.70 15.48  0.148
H94 13.63 17.15 16.45  0.087
H95 10.18 17.88 19.49  0.065
H96 9.66 16.94 20.79  0.072
C35 17.55 18.75 17.05  0.029
C36 16.04 19.06 17.32  -0.261
C37 15.36 19.83 16.15  -0.163
O11 15.83 21.17 16.13  -0.088
C38 15.36 21.87 14.97  -0.123
N9 15.30 17.88 17.66  0.007
H97 17.63 18.10 16.19  -0.052
H98 17.84 18.09 17.87  0.089
H99 18.18 19.64 17.08  0.104
H100 15.87 19.65 18.22  0.030
H101 14.32 19.79 16.45  0.064
H102 15.39 19.37 15.16  0.071
H103 14.59 21.38 14.37  0.055
H104 16.29 21.99 14.43  0.096
H105 14.98 22.88 15.13  0.101
H106 14.37 18.24 17.84  -0.024
H107 15.30 17.28 16.85  -0.049

## Properties
**Lowest unoccupied orbital energy**: 0.24 eV
**HOMO energy**: -6.0 eV
**Multiplicity**: 1
**Frontier orbital gap**: 6.21 eV

---

DFT (ωB97M-V/def2-TZVPD) results for a structure of composition C32H34AsBBeF6N6O8 at a distorted geometry.

Each line ends with the Löwdin charge.
Positions of all 89 atoms, in Å:
Be1 0.97 -1.08 -0.24  0.831
O1 -6.80 0.38 1.87  0.175
C1 -6.55 1.56 2.08  -0.306
O2 -7.42 2.50 2.51  0.227
B1 -6.70 3.73 2.95  -0.786
O3 -5.27 3.50 2.59  0.220
C2 -5.13 2.19 2.23  -0.272
O4 -4.03 1.62 2.14  0.162
O5 -6.94 3.94 4.43  0.223
C3 -7.28 5.21 4.67  -0.304
O6 -7.39 5.78 5.78  0.140
C4 -7.50 5.86 3.29  -0.346
O7 -7.16 5.00 2.36  0.245
O8 -7.88 7.02 3.10  0.168
As1 -0.05 -6.07 -4.94  0.954
F1 -0.38 -7.25 -6.32  -0.327
F2 1.07 -5.23 -6.08  -0.323
F3 0.39 -4.92 -3.59  -0.345
F4 -1.13 -6.93 -3.81  -0.302
F5 1.33 -7.11 -4.38  -0.325
F6 -1.36 -4.91 -5.52  -0.330
N1 -1.34 -4.70 2.26  0.105
C5 -0.87 -5.24 3.38  -0.123
C6 -1.69 -5.98 4.20  -0.061
C7 -3.00 -6.26 3.86  -0.045
C8 -3.48 -5.73 2.67  -0.050
C9 -2.60 -5.01 1.92  -0.126
H1 0.14 -5.05 3.72  0.113
H2 -1.29 -6.37 5.13  0.109
H3 -3.59 -6.96 4.44  0.115
H4 -4.47 -5.95 2.29  0.117
H5 -3.00 -4.76 0.95  0.120
N2 4.20 -0.18 -4.34  0.070
C10 3.70 -0.32 -5.62  -0.109
C11 4.47 0.04 -6.70  -0.098
C12 5.76 0.46 -6.54  -0.075
C13 6.37 0.54 -5.26  -0.049
C14 5.54 0.22 -4.16  -0.107
H6 2.67 -0.57 -5.82  0.112
H7 4.14 -0.20 -7.69  0.111
H8 6.36 0.64 -7.41  0.106
H9 7.41 0.81 -5.18  0.097
H10 5.84 0.19 -3.13  0.092
N3 1.89 3.94 -0.27  0.061
C15 0.90 4.84 -0.66  -0.111
C16 1.06 6.21 -0.74  -0.077
C17 2.31 6.73 -0.50  -0.070
C18 3.35 5.85 -0.16  -0.058
C19 3.09 4.48 -0.02  -0.155
H11 -0.07 4.50 -1.00  0.101
H12 0.25 6.85 -1.07  0.108
H13 2.58 7.78 -0.47  0.107
H14 4.35 6.23 -0.01  0.099
H15 3.81 3.80 0.41  0.100
N4 5.26 -3.35 1.30  0.040
C20 5.96 -2.99 2.41  -0.154
C21 6.94 -3.79 3.00  -0.059
C22 7.33 -4.98 2.32  -0.081
C23 6.75 -5.28 1.11  -0.053
C24 5.61 -4.50 0.67  -0.105
H16 5.66 -2.08 2.90  0.096
H17 7.45 -3.46 3.89  0.098
H18 8.07 -5.63 2.74  0.103
H19 7.03 -6.20 0.61  0.100
H20 5.10 -4.76 -0.24  0.101
C25 -1.99 1.44 -8.25  -0.105
C26 -3.16 0.48 -8.02  -0.257
C27 -3.85 0.67 -6.69  -0.197
C28 -2.99 0.39 -5.54  -0.247
N5 -2.32 0.25 -4.61  0.133
H21 -1.34 1.53 -7.38  0.066
H22 -2.33 2.45 -8.50  0.071
H23 -1.38 1.06 -9.08  0.072
H24 -2.79 -0.54 -8.09  0.115
H25 -3.85 0.61 -8.85  0.108
H26 -4.68 0.00 -6.47  0.122
H27 -4.15 1.70 -6.54  0.123
C29 -1.29 3.86 7.64  -0.097
C30 -0.27 3.06 8.43  -0.265
C31 -0.17 1.55 8.11  -0.191
C32 0.23 1.19 6.73  -0.225
N6 0.54 0.93 5.63  0.118
H28 -2.28 3.44 7.84  0.077
H29 -1.08 3.70 6.58  0.072
H30 -1.29 4.93 7.87  0.077
H31 -0.41 3.14 9.51  0.104
H32 0.75 3.46 8.33  0.105
H33 -1.14 1.07 8.26  0.115
H34 0.50 1.00 8.76  0.113

## Properties
**Lowest unoccupied orbital energy**: -8.43 eV
**HOMO energy**: -9.8 eV
**Multiplicity**: 1
**Frontier orbital gap**: 1.36 eV

---

DFT (ωB97M-V/def2-TZVPD) results for an isolated molecule of C4H9N3 at a distorted geometry.

Each line ends with the Löwdin charge.
Positions of all 16 atoms, in Å:
C1 -1.80 -0.66 0.15  -0.129
C2 0.66 1.59 1.31  -0.144
C3 0.49 -0.59 -0.68  -0.447
N1 1.02 -1.76 -1.18  0.128
C4 0.62 0.73 -0.98  -0.135
N2 -0.37 -0.57 0.41  0.013
N3 -0.07 1.30 0.09  -0.022
H1 0.60 -2.61 -0.85  0.092
H2 1.93 -1.72 -1.62  0.097
H3 0.96 1.28 -1.85  0.091
H4 -2.11 -0.14 -0.76  0.081
H5 -2.34 -0.25 1.01  0.074
H6 -2.08 -1.72 0.07  0.076
H7 1.46 0.88 1.53  0.075
H8 -0.04 1.63 2.15  0.072
H9 1.08 2.60 1.20  0.079

## Properties
**SMILES**: C/N=C\C(N)=N\C
**Lowest unoccupied orbital energy**: 0.70 eV
**HOMO energy**: -7.3 eV
**Multiplicity**: 1
**Frontier orbital gap**: 8.02 eV

---

DFT (ωB97M-V/def2-TZVPD) results for an isolated molecule of C3H4N2S2.

Each line ends with the Löwdin charge.
Positions of all 11 atoms, in Å:
C1 1.89 -0.80 0.00  -0.718
C2 -0.10 0.60 0.00  -0.194
C3 -2.26 -0.04 0.00  -0.786
H1 1.17 -1.63 0.01  0.072
H2 1.87 1.23 0.00  0.136
H3 -0.40 1.68 -0.02  0.151
H4 -2.51 1.04 0.00  0.053
N1 1.25 0.42 0.00  -0.025
N2 -0.92 -0.38 0.00  -0.015
S1 3.48 -1.00 0.00  0.668
S2 -3.48 -1.11 0.00  0.655

## Properties
**SMILES**: S=C/N=C/NC=S
**Lowest unoccupied orbital energy**: -1.14 eV
**HOMO energy**: -8.8 eV
**Multiplicity**: 1
**Frontier orbital gap**: 7.71 eV

---

DFT (ωB97M-V/def2-TZVPD) results for an isolated molecule of C5H6N2O5S at a distorted geometry.

Each line ends with the Löwdin charge.
Positions of all 19 atoms, in Å:
C1 0.24 -0.95 0.19  -0.111
C2 -0.67 0.04 0.29  -0.187
C3 1.65 -0.54 0.06  -0.352
C4 -0.01 1.41 0.61  -0.284
C5 -2.11 -0.11 -0.09  0.000
N1 2.66 -1.15 0.41  0.191
N2 -0.23 -2.38 0.26  -0.410
O1 -1.01 -2.63 1.06  0.143
O2 0.35 -3.09 -0.49  0.127
O3 2.47 2.08 -0.69  -0.285
O4 0.64 1.03 -2.00  -0.326
O5 -0.81 2.52 0.39  0.011
S1 1.40 1.16 -0.73  0.793
H1 0.64 1.46 1.54  0.169
H2 -2.12 0.30 -1.04  0.062
H3 -2.71 0.49 0.63  0.107
H4 -2.56 -1.21 -0.15  0.145
H5 3.59 -0.84 0.08  0.103
H6 -1.42 2.41 -0.34  0.103

## Properties
**SMILES**: [H]/N=C1/C([N+](=O)[O-])=C(C)[C@H](O)S1(=O)=O
**Lowest unoccupied orbital energy**: -0.82 eV
**HOMO energy**: -9.8 eV
**Multiplicity**: 1
**Frontier orbital gap**: 9.00 eV

---

DFT (ωB97M-V/def2-TZVPD) results for the ion C2H4NO2 with charge +1 at a distorted geometry.

Each line ends with the Löwdin charge.
Positions of all 9 atoms, in Å:
C1 -1.51 0.02 -0.09  -0.354
C2 -0.10 -0.31 -0.54  -0.054
N1 1.02 0.20 0.34  0.282
O1 -2.51 0.73 0.12  0.178
O2 -1.03 -1.13 0.21  0.220
H1 0.29 -0.50 -1.57  0.192
H2 0.91 1.09 0.84  0.201
H3 1.80 0.34 -0.35  0.210
H4 1.14 -0.43 1.03  0.125

## Properties
**SMILES**: [NH3+][C@H]1OC1=O
**Lowest unoccupied orbital energy**: -4.55 eV
**HOMO energy**: -15.7 eV
**Total charge**: +1
**Multiplicity**: 1
**Frontier orbital gap**: 11.19 eV

---

DFT (ωB97M-V/def2-TZVPD) results for a cluster of 3 separate species, C3H14N2O2 in total at a distorted geometry.

Each line ends with the Löwdin charge.
Positions of all 21 atoms, in Å:
N1 0.14 -0.65 0.71  0.024
C1 -0.78 0.50 0.91  -0.476
C2 -0.48 1.19 2.23  -0.065
C3 -0.75 1.38 -0.33  -0.264
N2 -1.01 0.68 -1.58  0.003
H1 -0.02 -1.16 -0.12  0.034
H2 0.16 -1.32 1.45  0.063
H3 -1.75 -0.02 1.00  0.128
H4 -0.19 0.47 2.98  0.073
H5 0.27 1.98 2.16  0.076
H6 -1.42 1.69 2.49  0.079
H7 0.33 1.65 -0.24  0.120
H8 -1.14 2.38 -0.19  0.116
H9 -0.29 0.79 -2.29  0.083
H10 -1.73 1.27 -2.00  0.083
H11 4.95 -1.72 -1.01  0.047
H12 4.07 -1.50 0.22  0.018
O1 4.96 -1.74 -0.03  -0.069
H13 -2.01 -1.36 -1.74  -0.008
H14 -1.22 -2.27 -2.52  0.024
O2 -2.09 -2.26 -2.11  -0.089

## Properties
**SMILES**: C[C@H](N)CN.O.O
**Lowest unoccupied orbital energy**: 0.59 eV
**HOMO energy**: -9.1 eV
**Multiplicity**: 1
**Frontier orbital gap**: 9.70 eV

---

DFT (ωB97M-V/def2-TZVPD) results for a structure of composition C6H8AgLiO5 at a distorted geometry.

Each line ends with the Löwdin charge.
Positions of all 21 atoms, in Å:
Li1 1.75 -3.78 0.22  0.795
O1 0.39 -2.95 -0.68  -0.179
O2 -1.29 -2.45 0.84  -0.017
C1 -1.19 -3.25 2.00  -0.168
C2 0.11 -2.76 2.62  -0.172
O3 0.89 -2.50 1.47  -0.143
C3 0.01 -2.20 0.33  -0.670
H1 -2.07 -3.09 2.64  0.127
H2 -1.12 -4.32 1.74  0.121
H3 0.62 -3.50 3.25  0.120
H4 -0.05 -1.83 3.19  0.130
Ag1 0.43 2.20 -1.01  0.777
O4 0.01 -0.38 -1.25  -0.076
C4 0.27 5.19 -1.05  -0.099
C5 -0.57 4.83 -0.07  -0.090
O5 0.25 0.18 0.87  -0.076
C6 0.07 -0.69 -0.03  -0.612
H5 -0.08 5.31 -2.08  0.055
H6 1.32 5.40 -0.85  0.055
H7 -1.63 4.65 -0.27  0.060
H8 -0.23 4.73 0.96  0.061

## Properties
**Lowest unoccupied orbital energy**: -0.66 eV
**HOMO energy**: -7.7 eV
**Multiplicity**: 1
**Frontier orbital gap**: 7.02 eV

---

The lowest HOMO energy belongs to which entry?
C2H4NO2